[1]
{
  "formula": "C4H8O2",
  "method": "wB97M-V/def2-TZVPD",
  "e_homo_ev": -9.56,
  "lumo_ev": 0.4,
  "smiles": "C=C(C)C=O.O",
  "symbols": ["C", "C", "C", "C", "O", "O", "H", "H", "H", "H", "H", "H", "H", "H"],
  "positions_angstrom": [[-0.165, 0.979, 1.545], [1.187, 0.727, -0.842], [0.246, 0.597, 0.310], [-0.812, -0.263, -0.404], [2.362, 0.407, -0.904], [0.819, -1.964, 0.408], [-1.028, 0.329, 1.761], [0.199, 1.779, 2.247], [0.388, 0.823, -1.749], [-1.687, 0.286, -0.401], [-0.921, -1.090, 0.210], [-0.510, -0.413, -1.345], [1.706, -1.354, 0.315], [1.156, -2.912, 0.733]],
  "nbo_charge": [-0.357, 0.423, -0.109, -0.617, -0.537, -0.989, 0.203, 0.222, 0.116, 0.205, 0.254, 0.196, 0.503, 0.488]
}

***

[2]
{
  "formula": "C4H8O2",
  "method": "wB97M-V/def2-TZVPD",
  "e_homo_ev": -9.44,
  "lumo_ev": 1.1,
  "smiles": "CO[C@H]1C[C@H]1O",
  "symbols": ["C", "O", "C", "C", "C", "O", "H", "H", "H", "H", "H", "H", "H", "H"],
  "positions_angstrom": [[1.694, -0.690, -0.990], [0.533, 0.118, -0.982], [-0.484, -0.445, -0.196], [-0.351, 0.094, 1.201], [-1.509, 0.516, 0.347], [-1.595, 1.826, -0.118], [1.553, -1.504, -1.708], [1.931, -1.123, -0.003], [2.549, -0.081, -1.307], [-0.744, -1.473, -0.448], [0.509, 0.740, 0.986], [-0.461, -0.437, 2.144], [-2.496, 0.081, 0.552], [-1.129, 2.379, 0.522]],
  "nbo_charge": [-0.257, -0.524, 0.065, -0.512, 0.077, -0.692, 0.172, 0.170, 0.194, 0.188, 0.238, 0.225, 0.184, 0.474]
}